A gas-phase ion, C11H13N4O3 (charge +1) in a non-equilibrium geometry, computed with ωB97M-V with the def2-TZVPD basis set.

Its max |F| is 9.35 eV/Å. The total energy comes out at -23703.6554 eV. Its HOMO energy is -0.4734 hartree. Its total charge is +1. Its SMILES is C#C[n+]1cn(NCC)c(COC(C)=O)c1N=C=O. Its spin multiplicity is 1. As for the LUMO energy: -0.152 hartree.

Last column: Mulliken charge in e.
Element x y z (Å)
C  5.139554  -0.952881  0.337560  -0.315
C  3.875036  -1.115822  -0.031020  -0.036
N  2.405057  -1.038644  -0.194854  0.277
C  1.448839  -2.142829  -0.015518  -0.125
N  0.087505  -1.701537  -0.298323  0.425
N  -0.942127  -2.619140  -0.210522  -1.027
C  -2.071693  -2.153997  0.657590  -0.255
C  -1.686320  -1.918054  2.211220  -0.841
C  0.126462  -0.280093  -0.688191  0.197
C  -1.129218  0.634047  -1.112725  -0.584
O  -0.606859  2.006003  -1.311913  -0.356
C  -0.646819  2.731735  -0.048650  0.614
C  -1.639044  4.000694  0.218745  -0.898
O  0.129586  2.434651  0.939847  -0.486
C  1.651937  0.163187  -0.618497  0.390
N  2.298637  1.460233  -0.932171  -0.356
C  2.353855  1.507481  -2.272124  0.841
O  2.202104  1.798255  -3.496102  -0.408
H  6.294258  -0.843357  0.405782  0.373
H  1.669770  -3.233956  0.281235  0.415
H  -1.268564  -2.931415  -1.147548  0.273
H  -2.862933  -3.014102  0.644687  0.366
H  -2.629574  -1.219612  0.268501  0.189
H  -0.595028  -2.157466  2.484817  0.266
H  -2.358989  -2.622285  2.857306  0.303
H  -2.014400  -0.841818  2.510179  0.239
H  -1.627544  0.326630  -2.110153  0.326
H  -1.902890  0.736378  -0.245568  0.330
H  -1.306038  4.950992  -0.363021  0.280
H  -2.732314  3.789930  -0.080096  0.276
H  -1.662246  4.246791  1.359527  0.308

Atoms 1-3, force components in eV/Å:
-6.8 -0.8 -2.7
5.4 1.4 2.4
-1.8 -0.9 -0.1